(w)
The following is a quantum chemistry calculation of a 3-piece molecular cluster, C4H15N2O2 overall, from the OMol25 dataset.

LUMO in hartree: -0.107
HOMO energy in hartree: -0.4656
Charge: +1

Last columns: bonded neighbours and bond lengths (Å).
Positions of all 23 atoms, in Å:
1 C -0.3931 -0.9069 -1.6745  C2 1.610, N6 1.622, H7 1.096, H8 1.049
2 C 1.0178 -0.1356 -1.5917  C1 1.610, C3 1.528, H9 1.139, H10 1.085
3 C 1.7134 -0.0441 -0.2337  C2 1.528, C4 1.265, N5 1.464
4 C 2.6268 0.8163 -0.0724  C3 1.265, H11 1.163, H12 1.145
5 N 1.0857 -0.7281 0.8985  C3 1.464, H13 1.043, H14 1.084
6 N -1.4249 -0.0667 -0.7474  C1 1.622, H15 1.080, H16 0.979, H17 1.114
7 H -0.8642 -0.6907 -2.6396  C1 1.096
8 H -0.2822 -1.8413 -1.2114  C1 1.049
9 H 1.7546 -0.6839 -2.2646  C2 1.139
10 H 0.9393 0.7912 -2.1502  C2 1.085
11 H 3.1379 1.2134 0.8940  C4 1.163
12 H 3.0282 1.5828 -0.8226  C4 1.145
13 H 1.7128 -1.0161 1.6810  N5 1.043
14 H 0.7932 -1.7091 0.5420  N5 1.084
15 H -1.3232 0.9707 -1.0292  N6 1.080
16 H -2.2926 -0.5198 -0.7766  N6 0.979
17 H -1.0281 0.0258 0.2890  N6 1.114
18 H -2.9931 -1.5718 1.3311  O20 1.018
19 H -3.1883 -0.0164 1.5918  O20 0.877
20 O -2.7186 -0.6090 1.1472  H18 1.018, H19 0.877
21 H 0.0989 0.9737 1.8414  O23 0.931
22 H -0.4903 2.3937 1.7576  O23 0.911
23 O -0.5837 1.5194 1.5206  H21 0.931, H22 0.911


(x)
The following is a quantum chemistry calculation of a 3-piece molecular cluster, C4H15N2O2 overall, from the OMol25 dataset.

LUMO in hartree: -0.101
HOMO energy in hartree: -0.4627
Charge: +1

Last columns: bonded neighbours and bond lengths (Å).
Positions of all 23 atoms, in Å:
1 C 0.9021 0.6545 0.9240  C2 1.530, N6 1.519, H7 1.085, H8 1.085
2 C 0.9657 -0.8400 0.6013  C1 1.530, C3 1.503, H9 1.095, H10 1.085
3 C 0.2037 -1.1595 -0.6541  C2 1.503, C4 1.327, N5 1.419
4 C -1.0674 -1.5409 -0.6623  C3 1.327, H11 1.080, H12 1.081
5 N 0.9300 -0.8351 -1.8292  C3 1.419, H13 1.013, H14 1.015
6 N 1.3687 1.4800 -0.2627  C1 1.519, H15 1.043, H16 1.018, H17 1.017
7 H -0.1248 0.9555 1.1005  C1 1.085
8 H 1.5064 0.9203 1.7853  C1 1.085
9 H 2.0101 -1.1650 0.5560  C2 1.095
10 H 0.5120 -1.3421 1.4499  C2 1.085
11 H -1.5985 -1.7476 -1.5801  C4 1.080
12 H -1.6010 -1.6566 0.2702  C4 1.081
13 H 0.4310 -1.0279 -2.6895  N5 1.013
14 H 1.8385 -1.2850 -1.8696  N5 1.015
15 H 1.1673 0.9300 -1.1262  N6 1.043
16 H 0.8386 2.3471 -0.3228  N6 1.018
17 H 2.3710 1.6481 -0.2328  N6 1.017
18 H -1.6878 1.0424 -1.1179  O20 0.969
19 H -1.8799 2.5305 -1.4786  O20 0.968
20 O -1.2275 1.8941 -1.1529  H18 0.969, H19 0.968
21 H -2.1961 0.1231 3.1302  O23 0.966
22 H -1.6211 -1.2713 3.2310  O23 0.964
23 O -1.5652 -0.4680 2.7004  H21 0.966, H22 0.964


(y)
The following is a quantum chemistry calculation of a 2-piece molecular cluster, C4H15N2O2 overall, from the OMol25 dataset.

LUMO in hartree: -0.103
HOMO energy in hartree: -0.4847
Charge: +1

Last columns: bonded neighbours and bond lengths (Å).
Positions of all 23 atoms, in Å:
1 N 0.5480 -1.3677 -0.7639  C2 1.477, H8 1.041, H9 1.022, H10 1.020
2 C -0.3703 -2.0082 0.1991  N1 1.477, C3 1.553, H11 1.074, H12 1.091
3 C -1.6768 -1.1708 0.2548  C2 1.553, N4 1.441, H13 1.082, H14 1.086
4 N -1.4352 0.1449 -0.2815  C3 1.441, C5 1.439, H15 1.005
5 C -0.8126 1.1599 0.5272  N4 1.439, C6 1.521, H16 1.100, H17 1.097
6 C -0.2371 2.2923 -0.3095  C5 1.521, O7 1.474, H18 1.091, H19 1.081
7 O 1.1514 1.9045 -0.6184  C6 1.474, H20 0.954
8 H 0.1148 -0.4921 -1.1242  N1 1.041
9 H 0.8027 -1.9302 -1.5777  N1 1.022
10 H 1.4514 -1.1609 -0.3369  N1 1.020
11 H -0.6123 -3.0428 0.0398  C2 1.074
12 H 0.1343 -1.9269 1.1628  C2 1.091
13 H -2.4042 -1.6134 -0.4125  C3 1.082
14 H -2.0495 -1.1666 1.2743  C3 1.086
15 H -2.0893 0.4764 -0.9690  N4 1.005
16 H -1.4974 1.5443 1.2966  C5 1.100
17 H -0.0700 0.7553 1.2252  C5 1.097
18 H -0.2536 3.2139 0.2748  C6 1.091
19 H -0.6936 2.2607 -1.2893  C6 1.081
20 H 1.3184 2.0761 -1.5419  O7 0.954
21 H 2.5423 0.6951 0.8853  O23 0.957
22 H 3.4980 -0.3886 1.2439  O23 0.957
23 O 2.6406 -0.2554 0.8408  H21 0.957, H22 0.957


(z)
The following is a quantum chemistry calculation of a 3-piece molecular cluster, C4H15N2O2 overall, from the OMol25 dataset.

LUMO in hartree: -0.111
HOMO energy in hartree: -0.4643
Charge: +1

Last columns: bonded neighbours and bond lengths (Å).
Positions of all 23 atoms, in Å:
1 C 1.3235 0.7224 0.4305  C2 1.513, N6 1.539, H7 1.168, H8 1.173
2 C -0.1005 1.2168 0.2987  C1 1.513, C3 1.543, H9 1.264, H10 1.179
3 C -0.7474 1.4848 -1.0766  C2 1.543, C4 1.320, N5 1.554
4 C -0.2989 2.2241 -2.0740  C3 1.320, H11 1.088, H12 1.043
5 N -2.1281 0.7807 -1.1957  C3 1.554, H13 1.056, H14 1.057
6 N 1.4056 -0.7588 0.0204  C1 1.539, H15 1.013, H16 0.973, H17 1.114
7 H 1.8674 1.3565 -0.3861  C1 1.168
8 H 1.7744 1.0454 1.4636  C1 1.173
9 H -0.8396 0.3225 0.7995  C2 1.264
10 H -0.1211 2.2660 0.8361  C2 1.179
11 H -0.9012 2.3859 -2.9658  C4 1.088
12 H 0.6227 2.6979 -2.1937  C4 1.043
13 H -2.6124 1.1129 -2.0729  N5 1.056
14 H -2.7143 1.1962 -0.4202  N5 1.057
15 H 1.8119 -1.4199 0.6718  N6 1.013
16 H 0.4758 -0.9421 -0.2017  N6 0.973
17 H 1.8632 -0.8314 -0.9926  N6 1.114
18 H 1.4128 -2.7335 2.4804  O20 0.883
19 H 1.4696 -1.4990 3.3929  O20 1.067
20 O 1.9122 -2.0110 2.5676  H18 0.883, H19 1.067
21 H -2.0826 -1.9681 -0.4744  O23 0.975
22 H -1.8778 -2.8576 0.7663  O23 0.943
23 O -1.4312 -2.2606 0.1890  H21 0.975, H22 0.943


In order of decreasing stability: (x), (y), (z), (w).


(w)
The following is a quantum chemistry calculation of a 2-piece molecular cluster, C4H15N2O2 overall, from the OMol25 dataset.

LUMO in hartree: -0.106
HOMO energy in hartree: -0.4976
Charge: +1

Last columns: bonded neighbours and bond lengths (Å).
Positions of all 23 atoms, in Å:
1 N -0.8302 0.2548 1.5634  C2 1.481, H8 1.033, H9 1.029, H10 1.025
2 C 0.3163 -0.5014 1.0090  N1 1.481, C3 1.531, C6 1.528, H11 1.088
3 C 0.7847 0.2865 -0.2169  C2 1.531, C4 1.545, O5 1.428, H12 1.093
4 C 1.4842 1.6311 0.0809  C3 1.545, H13 1.089, H14 1.091, H15 1.085
5 O -0.4078 0.4405 -0.9875  C3 1.428, H16 0.980
6 C -0.1828 -1.8956 0.6343  C2 1.528, N7 1.469, H17 1.090, H18 1.084
7 N -0.6649 -2.5110 1.8782  C6 1.469, H19 1.020, H20 1.015
8 H -1.5401 0.4431 0.8376  N1 1.033
9 H -1.2275 -0.1947 2.3994  N1 1.029
10 H -0.5931 1.2043 1.8693  N1 1.025
11 H 1.1273 -0.5573 1.7323  C2 1.088
12 H 1.4321 -0.3346 -0.8405  C3 1.093
13 H 1.2786 1.9986 1.0849  C4 1.089
14 H 2.5442 1.3801 0.0155  C4 1.091
15 H 1.2468 2.3438 -0.7013  C4 1.085
16 H -0.4466 1.1731 -1.6371  O5 0.980
17 H 0.6241 -2.4319 0.1353  C6 1.090
18 H -1.0171 -1.8366 -0.0551  C6 1.084
19 H 0.0748 -2.9068 2.4577  N7 1.020
20 H -1.4134 -3.1677 1.6794  N7 1.015
21 H -0.0051 1.0914 -3.8969  O23 0.973
22 H -0.6759 2.4633 -3.9065  O23 0.945
23 O -0.2684 1.8361 -3.3291  H21 0.973, H22 0.945


(x)
The following is a quantum chemistry calculation of a 3-piece molecular cluster, C4H15N2O2 overall, from the OMol25 dataset.

LUMO in hartree: -0.110
HOMO energy in hartree: -0.4478
Charge: +1

Last columns: bonded neighbours and bond lengths (Å).
Positions of all 23 atoms, in Å:
1 C 1.7809 -0.4297 2.0857  C2 1.517, H7 1.092, H8 1.087, H9 1.093
2 C 0.8811 -1.1532 1.1018  C1 1.517, C3 1.524, H10 1.088, H11 1.095
3 C 0.4873 -0.2453 -0.0565  C2 1.524, C4 1.336, N6 1.464
4 C 1.2448 -0.0808 -1.1450  C3 1.336, N5 1.360, H12 1.083
5 N 0.9169 0.5775 -2.2893  C4 1.360, H13 1.004, H14 1.005
6 N -0.8976 0.2280 -0.1008  C3 1.464, H15 1.021, H16 1.021, H17 1.015
7 H 2.5479 0.2129 1.6481  C1 1.092
8 H 2.3557 -1.0998 2.7197  C1 1.087
9 H 1.1737 0.2302 2.7111  C1 1.093
10 H 1.3079 -2.0704 0.7029  C2 1.088
11 H -0.0740 -1.5445 1.4689  C2 1.095
12 H 2.2302 -0.5149 -1.0247  C4 1.083
13 H 0.1007 1.1527 -2.3940  N5 1.004
14 H 1.5978 0.7265 -3.0130  N5 1.005
15 H -0.9749 1.2251 -0.3064  N6 1.021
16 H -1.4991 -0.2289 -0.7872  N6 1.021
17 H -1.4479 0.1536 0.7491  N6 1.015
18 H -1.2546 -0.8776 -3.2362  O20 0.970
19 H -2.5969 -1.1496 -2.7673  O20 0.971
20 O -1.7045 -1.0568 -2.3960  H18 0.970, H19 0.971
21 H -2.3653 1.4232 2.5046  O23 0.971
22 H -1.6691 2.6212 2.1353  O23 0.970
23 O -2.1409 1.9006 1.6891  H21 0.971, H22 0.970


In order of decreasing stability: (w), (x).